Molecular formula: C20H23BaN5S3
Method: DFT, ωB97M-V/def2-TZVPD

- HOMO level: -13.5 eV
- Total charge: +2
- Strongest force on any atom: 0.033 hartree/bohr
- Kohn-Sham gap: 7.42 eV

```
52
Properties=species:S:1:pos:R:3:forces:R:3
Ba 0.2122 -0.9272 0.8077 -0.042 -1.307 1.064
N -4.2924 -2.0746 -0.9973 0.026 -0.071 0.089
C -3.1546 -2.0324 -0.3156 -0.099 -0.004 -0.080
N -2.2081 -1.1521 -0.4954 0.143 0.031 -0.007
C -2.3821 -0.1693 -1.4722 0.335 0.212 0.129
N -1.5204 0.7746 -1.6854 -0.639 0.400 -0.680
N -0.3553 0.7567 -0.9824 0.214 0.457 -0.227
C 0.3813 1.7981 -1.1168 -0.449 0.050 -0.380
C 1.7071 1.8995 -0.5150 0.459 0.192 0.119
C 2.5346 2.9633 -0.8571 -0.154 -0.035 -0.015
C 3.8128 3.0257 -0.3235 0.041 -0.108 0.092
C 4.2240 2.0254 0.5422 0.005 0.083 -0.039
C 3.3347 1.0047 0.8409 0.041 0.033 0.018
N 2.1063 0.9330 0.3336 0.086 0.127 -0.122
C -3.5937 -0.1830 -2.2823 -0.240 -0.205 0.072
C -3.8296 0.7398 -3.3054 -0.004 -0.003 0.019
C -4.9991 0.6809 -4.0304 0.008 0.030 -0.023
C -5.9565 -0.2940 -3.7458 0.010 -0.019 0.014
C -5.7450 -1.2151 -2.7408 -0.058 -0.072 0.035
C -4.5617 -1.1586 -2.0149 0.150 0.358 -0.240
H -4.9778 -2.7848 -0.7898 0.019 -0.050 0.047
H -3.0176 -2.7956 0.4440 -0.055 -0.007 -0.005
H 0.0377 2.6289 -1.7310 -0.024 -0.052 -0.052
H 2.1839 3.7265 -1.5388 -0.025 -0.017 0.000
H 4.4783 3.8380 -0.5817 -0.013 0.013 -0.005
H 5.2118 2.0322 0.9803 -0.007 -0.014 -0.003
H 3.6296 0.2061 1.5141 -0.009 0.003 -0.011
H -3.0805 1.4915 -3.5060 -0.008 -0.001 -0.011
H -5.1810 1.3930 -4.8232 0.011 0.003 0.008
H -6.8727 -0.3310 -4.3189 -0.005 -0.006 0.010
H -6.4892 -1.9703 -2.5186 0.015 -0.006 -0.003
C -0.9367 -3.4922 4.3619 -0.075 0.019 -0.172
C -0.7446 -2.0487 4.8205 0.206 0.057 -0.189
S 0.4905 -1.0057 3.9952 0.082 -0.096 0.208
C 2.1024 -1.7562 4.3699 -0.233 -0.009 -0.095
C 2.4496 -3.0823 3.7070 0.067 -0.019 -0.196
S 2.3122 -3.0991 1.8843 0.069 -0.177 0.301
C 1.5602 -4.7296 1.5793 0.136 0.237 0.064
C 0.2981 -5.0945 2.3577 -0.181 0.160 -0.034
S -0.9738 -3.7948 2.5546 0.156 0.068 0.028
H -1.8983 -3.8309 4.7461 0.046 -0.054 0.075
H -0.1741 -4.1442 4.7796 -0.002 0.003 0.013
H -0.5050 -2.0452 5.8842 -0.128 0.014 0.038
H -1.6664 -1.4826 4.6859 -0.017 0.022 0.074
H 2.1668 -1.8776 5.4520 0.075 0.066 0.009
H 2.8159 -0.9820 4.0844 0.043 -0.001 0.059
H 1.8204 -3.8840 4.0818 0.027 0.008 0.041
H 3.4839 -3.3235 3.9516 -0.030 -0.062 0.067
H 2.3262 -5.4778 1.7824 -0.051 -0.091 -0.118
H 1.3696 -4.7313 0.5060 0.034 -0.057 -0.024
H 0.5364 -5.4495 3.3573 0.000 -0.045 0.001
H -0.1888 -5.9202 1.8404 0.045 -0.059 0.037
```
Positions in Å, forces in eV/Å.

Atom charges from the natural (NBO) analysis, given in e for atoms 1 to 4: 1.808, -0.526, 0.346, -0.687


Molecular formula: C20H23Br27Cl2INO3P
Method: DFT, ωB97M-V/def2-TZVPD

- HOMO level: -10.5 eV
- Total charge: +1
- Strongest force on any atom: 0.166 hartree/bohr
- Kohn-Sham gap: 5.39 eV

```
78
Properties=species:S:1:pos:R:3:forces:R:3
C 3.8971 2.6093 3.2866 0.202 -0.685 -0.074
C 4.3490 2.1592 1.7573 -0.840 0.186 1.572
Cl 6.1874 2.4261 1.4788 -2.143 -0.186 0.168
C 3.4183 3.0059 0.6942 0.059 -2.147 -0.574
Cl 3.1327 4.7747 1.2033 0.319 -2.183 -0.772
C 1.9874 2.1577 0.5764 -2.808 -0.032 0.217
C 0.5709 2.8273 1.0871 -0.393 -4.888 -1.730
C -0.7915 1.8932 0.9774 3.767 -0.263 -0.623
C -2.2005 2.5597 1.4916 0.611 0.194 -0.105
C -2.2423 2.8490 3.1193 -1.255 0.136 -0.606
C -3.0262 1.6565 3.9537 0.945 -1.622 6.982
O -2.7889 1.5562 5.2788 -1.283 0.647 -8.406
O -4.0037 0.7245 3.3698 2.876 1.901 0.401
C -0.6091 0.3716 0.3647 3.283 1.858 -0.141
I -2.3901 -0.8961 0.2739 1.743 1.069 0.135
C 0.8435 -0.1806 -0.1586 -1.178 4.477 2.325
P 1.2073 -1.8921 -0.9243 -3.368 0.420 -2.208
O -0.0099 -2.5654 -1.6751 1.044 6.250 3.918
N 2.0529 0.7658 -0.0124 -3.060 1.871 1.454
H 4.4313 3.6198 3.6234 -1.309 -2.375 -0.832
H 4.1368 1.7213 4.0425 -0.301 2.085 -1.674
H 2.7249 2.7154 3.2586 2.313 -0.011 0.180
H 4.1626 0.9902 1.6779 0.405 2.586 -0.169
H 3.9564 2.9510 -0.3445 -1.192 0.499 1.893
H 0.4494 3.9036 1.5306 0.706 -2.303 -1.075
H -3.1651 1.9521 1.2149 2.616 0.890 0.356
H -2.2896 3.6186 0.9620 0.326 -2.253 0.942
H -2.9224 3.8216 3.2476 1.431 -2.143 -0.204
H -1.1815 3.1110 3.5744 -2.415 -1.003 -0.692
H -3.8491 -0.2171 3.6757 -0.043 1.577 0.169
H 1.8260 -2.7078 0.0898 -0.381 0.778 -0.288
H 2.2389 -1.6700 -1.9464 -0.515 0.300 1.320
H 3.0082 0.4235 -0.3261 -1.684 0.652 0.516
C 0.8638 -5.8417 -2.9943 0.706 -0.900 0.070
Br -0.6572 -5.5844 -4.1794 0.531 0.108 0.396
Br 2.4115 -6.5396 -3.9439 -0.284 -0.016 -0.040
Br 1.2917 -4.2230 -2.0038 1.415 -5.837 -2.343
H 0.5717 -6.5987 -2.2590 0.112 0.339 -0.318
C 2.4359 -6.1238 -8.0943 0.109 0.014 0.192
Br 0.5555 -5.6276 -8.1369 0.486 -0.121 -0.041
Br 2.6929 -8.0188 -8.4511 -0.094 0.497 0.070
Br 3.5049 -5.0124 -9.2803 -0.331 -0.458 0.157
H 2.7924 -5.9390 -7.0756 -0.187 -0.085 -0.444
C -0.9682 -0.7204 7.3597 -0.186 0.253 0.204
Br -2.0998 -1.8869 6.2907 0.318 0.183 0.211
Br -0.5238 -1.5184 9.0773 -0.094 0.174 -0.568
Br 0.6218 -0.1641 6.3868 -0.338 -0.178 0.183
H -1.5485 0.1845 7.5682 0.237 -0.388 -0.190
C -5.7682 3.6046 -0.6715 -0.236 0.208 -0.205
Br -6.8998 2.4381 -1.7406 0.413 0.292 0.362
Br -5.3238 2.8066 1.0460 -0.954 0.099 -0.392
Br -4.1782 4.1609 -1.6444 -0.319 -0.336 0.059
H -6.3485 4.5095 -0.4630 0.272 -0.375 -0.065
C 9.4869 0.3471 3.8727 0.204 -0.028 0.081
Br 9.5249 -1.1123 2.5871 -0.065 0.405 0.304
Br 9.9265 2.0521 3.0456 -0.177 -0.443 0.180
Br 7.7964 0.4226 4.8323 0.354 -0.008 -0.255
H 10.2662 0.1409 4.6137 -0.373 0.094 -0.330
C 4.4184 -0.7340 -9.0346 0.224 -0.064 -0.073
Br 4.3128 1.1710 -8.6552 -0.025 -0.466 -0.094
Br 3.6712 -1.8022 -7.5906 0.129 0.449 -0.254
Br 3.6172 -1.1758 -10.7513 0.165 0.114 0.504
H 5.4814 -0.9879 -9.1030 -0.495 0.120 0.042
C -5.6603 -3.2447 1.9320 -0.357 0.007 0.138
Br -4.5553 -3.3225 0.3330 -0.364 -0.175 0.218
Br -4.5863 -3.1029 3.5479 -0.174 0.063 -0.412
Br -6.9934 -1.8322 1.8227 0.486 -0.352 0.010
H -6.2038 -4.1934 1.9916 0.296 0.380 -0.049
C -6.3038 -5.0053 -3.1246 -0.108 0.100 0.161
Br -7.4145 -6.5919 -2.9428 0.318 0.409 -0.083
Br -4.4231 -5.4580 -3.3304 -0.408 0.119 0.061
Br -6.9293 -3.8436 -4.5540 0.187 -0.333 0.348
H -6.3965 -4.4414 -2.1905 0.053 -0.250 -0.425
C -3.1249 7.6174 1.2009 -0.171 0.356 0.105
Br -4.2356 6.0309 1.3827 0.357 0.452 0.185
Br -1.2442 7.1647 0.9950 -0.396 -0.004 -0.004
Br -3.7504 8.7792 -0.2285 0.215 -0.430 0.386
H -3.2176 8.1814 2.1349 0.070 -0.271 -0.414
```
Positions in Å, forces in eV/Å.

Atom charges from the Löwdin analysis, given in e for atoms 1 to 4: -0.153, -0.681, 0.513, -0.583


Molecular formula: C20H23Br2NO2PSScTe
Method: DFT, ωB97M-V/def2-TZVPD

- HOMO level: -6.2 eV
- Total charge: 0
- Strongest force on any atom: 0.037 hartree/bohr
- Relative energy (zero: lowest compared OMol25 entry of this formula, charge and spin): 0.0 kJ/mol
- Kohn-Sham gap: 6.04 eV

```
52
Properties=species:S:1:pos:R:3:forces:R:3
Sc 0.8775 0.4787 -0.6710 0.353 -0.349 -0.659
C 0.4898 -2.5819 -2.9084 -0.790 -1.072 -0.136
C -0.1564 -2.6792 -1.5535 -0.729 0.370 0.098
C -1.0028 -3.7880 -1.2785 0.342 0.831 0.472
C -1.5730 -3.8955 -0.0417 -0.309 -1.483 -0.216
C -1.1851 -3.0673 1.0106 0.574 1.022 0.342
C -1.5141 -3.2258 2.3822 -0.203 -0.257 -0.207
Br -2.6766 -4.6267 2.8776 -0.167 -0.193 0.178
C -1.0089 -2.4073 3.3443 0.129 0.036 -0.592
C -0.1755 -1.3480 2.9969 0.304 0.269 -0.455
Br 0.4994 -0.2134 4.3645 -0.133 -0.108 -0.255
C 0.1234 -1.0652 1.6746 -0.186 0.437 -0.199
O 0.7472 0.0133 1.2997 0.021 -0.273 0.489
C -0.3590 -1.9737 0.6580 -0.708 -0.454 0.801
N -0.0059 -1.7314 -0.6299 1.252 0.049 -0.390
H 1.2177 -1.8115 -2.9827 0.524 0.644 0.042
H -0.2572 -2.4177 -3.7044 0.180 0.080 0.392
H 0.9413 -3.5675 -3.1245 -0.048 0.370 0.092
H -1.1752 -4.5044 -2.0552 -0.176 -0.268 -0.222
H -2.2422 -4.7326 0.1859 0.204 0.341 -0.192
H -1.2347 -2.5135 4.3703 -0.369 -0.400 0.872
C 5.3771 0.6850 0.0930 -0.436 -1.288 -0.038
S 4.2512 0.1675 -1.2054 0.216 -0.364 0.460
C 4.4119 1.6487 -2.1520 0.307 0.741 1.702
O 2.9090 0.1779 -0.4920 0.358 0.165 0.016
H 4.9788 1.5709 0.5351 -0.176 0.630 0.330
H 6.3261 0.8253 -0.3685 0.824 0.325 -0.301
H 5.4676 -0.1209 0.8204 -0.155 0.072 0.019
H 5.4218 1.6792 -2.5216 0.456 -0.057 -0.253
H 4.2427 2.4974 -1.4499 -0.102 -0.434 -0.746
H 3.7018 1.5818 -2.9214 -1.083 0.252 -1.123
C -0.6497 4.0350 -0.8534 -0.444 0.784 0.411
P -0.3282 2.6778 0.2662 0.054 -0.820 -0.533
C -0.1908 3.2418 1.9815 0.238 0.470 0.509
C -1.8831 1.7115 0.2007 -1.096 -0.062 -0.069
C -2.1989 0.9381 1.3125 -0.579 -0.695 -0.402
C -3.2413 0.0113 1.2635 -0.498 -0.084 -0.780
C -4.0593 -0.1219 0.1246 1.318 0.392 0.057
C -3.7716 0.6575 -0.9969 -0.505 0.235 0.062
C -2.7402 1.5798 -0.9305 1.648 0.413 -0.532
H -0.7615 3.5848 -1.8214 -0.072 -0.244 -0.538
H 0.2023 4.6914 -0.9243 0.377 0.237 0.059
H -1.5393 4.6205 -0.6031 0.063 -0.078 0.071
H -1.0412 3.8696 2.2614 0.064 -0.111 0.111
H 0.7418 3.8090 2.1523 -0.377 -0.088 -0.401
H -0.0946 2.3855 2.6581 -0.224 0.045 -0.252
H -1.5840 0.9488 2.1870 0.215 0.096 0.394
H -3.3634 -0.6831 2.0762 -0.162 -0.007 0.350
H -4.7987 -0.8903 0.0230 -0.352 -0.253 0.341
H -4.3703 0.5521 -1.9253 0.560 0.108 0.733
H -2.4262 2.1018 -1.8456 -0.396 -0.136 0.399
Te 0.6809 1.2249 -3.1588 -0.106 0.165 -0.312
```
Positions in Å, forces in eV/Å.

Atom charges from the natural (NBO) analysis, given in e for atoms 1 to 4: 1.329, -0.658, 0.305, -0.257


Molecular formula: C20H23CeF6IO7P3S5
Method: DFT, ωB97M-V/def2-TZVPD

- HOMO level (alpha / beta): -1.7 / -1.7 eV
- Total charge: -2
- Strongest force on any atom: 0.018 hartree/bohr
- Relative energy (zero: lowest compared OMol25 entry of this formula, charge and spin): 4.1 kJ/mol
- 2S+1: 2
- Kohn-Sham gap (alpha / beta): 5.60 / 5.59 eV

```
66
Properties=species:S:1:pos:R:3:forces:R:3
Ce 0.9531 -0.2261 0.1048 -0.206 -0.296 0.590
I -0.0777 1.2453 -2.7711 0.092 0.185 -0.032
C -0.7507 -0.4766 -3.7237 -0.023 -0.056 0.046
C -1.1882 -0.3482 -5.0106 -0.069 -0.184 -0.092
C -1.6379 -1.4912 -5.7098 0.029 0.151 0.002
C -1.6316 -2.7041 -5.0912 0.001 -0.077 0.038
C -1.1804 -2.8439 -3.7541 -0.015 -0.042 -0.001
C -1.1880 -4.1146 -3.1285 -0.010 0.030 -0.058
C -0.7549 -4.2350 -1.8432 0.012 0.038 0.082
C -0.3008 -3.0965 -1.1347 0.005 -0.108 0.006
C -0.2503 -1.8224 -1.6628 -0.074 0.167 -0.095
C -0.7134 -1.7146 -3.0178 -0.071 -0.058 -0.065
H -1.1851 0.6189 -5.4949 -0.005 0.009 -0.004
H -1.9809 -1.3934 -6.7332 -0.001 0.007 0.002
H -1.9727 -3.5915 -5.6151 0.002 0.001 0.004
H -1.5362 -4.9752 -3.6907 -0.005 0.008 -0.006
H -0.7545 -5.2049 -1.3562 0.009 0.009 0.007
H 0.0239 -3.2707 -0.1118 0.027 -0.024 -0.026
S 1.3047 -2.3848 7.9620 -0.144 0.018 0.026
C 1.2553 -1.9376 6.3515 0.426 -0.078 0.039
S 1.0836 -3.0372 5.0552 -0.175 -0.098 -0.040
C 1.1909 -1.9168 3.7140 -0.061 -0.115 -0.160
C 1.3982 -0.6291 4.0696 -0.027 0.193 -0.072
S 1.5404 0.7317 2.9976 -0.025 -0.049 -0.195
S 1.5204 -0.3444 5.7905 -0.140 0.141 0.048
S 1.0489 -2.5796 2.1053 -0.331 0.200 -0.013
C 1.6711 5.6084 0.7271 0.023 0.013 -0.022
C 1.4570 4.1031 0.8727 -0.022 0.029 0.005
O 1.7955 3.7940 2.2079 0.045 0.015 0.116
P -0.2977 3.6571 0.5479 0.131 -0.333 0.015
O -0.6709 4.4342 -0.7727 0.142 0.058 -0.192
O -1.1956 4.4201 1.6255 -0.053 0.023 -0.001
O -0.5391 2.1920 0.5539 -0.084 0.016 0.107
P 2.3509 3.1738 -0.4450 -0.308 -0.166 -0.074
O 3.9037 3.5094 -0.2653 0.134 0.068 -0.028
O 1.7964 3.7366 -1.7183 -0.088 0.059 0.065
O 2.1718 1.7041 -0.1583 0.440 0.835 -0.018
H 0.9639 6.1554 1.3526 0.007 -0.020 0.028
H 1.5647 5.9328 -0.3054 -0.008 -0.001 0.002
H 2.6824 5.8302 1.0693 0.003 0.001 -0.020
H 1.8627 2.8376 2.3782 -0.059 -0.025 -0.043
H 0.1180 4.3375 -1.3805 -0.140 -0.073 0.076
H -1.3030 3.8513 2.3990 0.036 0.011 0.042
H 4.3764 2.7015 -0.0206 -0.011 -0.009 0.021
C -2.8095 -2.1797 1.3721 0.027 -0.098 0.072
C -2.7044 -0.6323 1.2575 -0.024 0.246 -0.101
C -3.5866 0.0181 2.3294 -0.010 -0.011 0.019
C -3.1322 -0.1977 -0.1486 -0.040 -0.106 0.034
C -1.2674 -0.4432 1.4854 -0.118 -0.245 0.150
H -3.8713 -2.4218 1.2713 0.005 -0.018 -0.004
H -2.4471 -2.5461 2.3333 -0.002 0.017 0.003
H -2.2498 -2.6730 0.5812 0.000 0.008 -0.026
H -4.6408 -0.2119 2.1482 0.009 -0.003 -0.002
H -3.4730 1.1041 2.3153 0.012 0.003 -0.020
H -3.3157 -0.3412 3.3238 -0.004 -0.008 0.003
H -4.1847 -0.4483 -0.3161 0.007 0.028 -0.021
H -2.5253 -0.7047 -0.9005 -0.007 0.002 0.009
H -2.9968 0.8770 -0.2784 -0.006 0.022 0.030
H -1.0631 -0.3865 2.5648 0.026 0.007 -0.011
F 3.3679 -0.6419 0.4876 0.390 -0.070 -0.047
P 3.9478 -1.3161 -0.9140 -0.050 -0.006 -0.103
F 4.4472 -1.9541 -2.2896 0.010 -0.021 -0.022
F 2.7705 -2.4211 -0.7647 0.094 -0.121 -0.033
F 5.0055 -0.1134 -1.0239 0.055 -0.024 -0.005
F 4.9595 -2.2065 -0.0667 0.054 -0.010 0.005
F 2.8447 -0.3962 -1.7366 0.161 -0.069 -0.039
```
Positions in Å, forces in eV/Å.

Atom charges from the natural (NBO) analysis, given in e for atoms 1 to 4: 0.838, 0.405, -0.106, -0.270


Question: Which of these has the lowest strongest force on any atom?
Answer: C20H23CeF6IO7P3S5


Question: Number 2 is which compound?
Answer: C20H23Br27Cl2INO3P


Question: Which of these has the highest total charge?
Answer: C20H23BaN5S3